1.
{"formula": "C27H61BF4IN19O15", "method": "ωB97M-V/def2-TZVPD", "orbital_gap_ev": 7.199, "max_force_ev_per_a": 5.90, "homo_energy_ev": -7.79, "multiplicity": 1, "smiles": "CCOCCOCCOCC1=C(B(N)O)C(=O)C(C[C@@H](C)I)=C(C(F)(F)C(F)F)C1=O.NC(N)=O.NC(N)=O.NC(N)=O.NC(N)=O.NC(N)=O.NC(N)=O.NC(N)=O.NC(N)=O.NC(N)=O", "symbols": ["C", "C", "O", "C", "C", "O", "C", "C", "O", "C", "C", "C", "B", "N", "O", "C", "O", "C", "C", "C", "C", "I", "C", "C", "F", "F", "C", "F", "F", "C", "O", "H", "H", "H", "H", "H", "H", "H", "H", "H", "H", "H", "H", "H", "H", "H", "H", "H", "H", "H", "H", "H", "H", "H", "H", "H", "C", "O", "N", "N", "H", "H", "H", "H", "C", "O", "N", "N", "H", "H", "H", "H", "C", "O", "N", "N", "H", "H", "H", "H", "C", "O", "N", "N", "H", "H", "H", "H", "C", "O", "N", "N", "H", "H", "H", "H", "C", "O", "N", "N", "H", "H", "H", "H", "C", "O", "N", "N", "H", "H", "H", "H", "C", "O", "N", "N", "H", "H", "H", "H", "C", "O", "N", "N", "H", "H", "H", "H"], "xyz": [[-3.0775, -1.1410, -3.3318], [-3.8087, -0.7574, -2.0529], [-2.9753, -0.0675, -1.1413], [-3.3754, 1.2877, -0.9093], [-2.5620, 1.7747, 0.2701], [-2.1816, 3.1358, 0.1239], [-1.1132, 3.4385, 1.0489], [0.2442, 3.2270, 0.3809], [1.0988, 4.3386, 0.2776], [0.7379, 5.3674, -0.5981], [0.8000, 5.0238, -2.0698], [0.2903, 5.7948, -3.0213], [-0.4996, 7.1312, -2.7685], [-0.0678, 8.4135, -3.3331], [-1.6083, 7.0985, -1.9511], [0.5324, 5.4081, -4.4459], [0.7194, 6.2034, -5.3290], [0.5092, 3.9347, -4.7273], [-0.0763, 3.4967, -6.0307], [-1.3966, 4.2086, -6.3206], [-2.1075, 3.6125, -7.5360], [-2.7132, 4.2332, -4.6145], [1.0032, 3.1633, -3.7713], [0.9667, 1.6525, -3.9305], [-0.3342, 1.2838, -4.0881], [1.6609, 1.2507, -5.0261], [1.4785, 0.8543, -2.7232], [0.5563, 0.8309, -1.7572], [1.6391, -0.4478, -3.1128], [1.5596, 3.8293, -2.5413], [2.5892, 3.4596, -2.0372], [-2.0043, -1.1631, -3.1874], [-3.3689, -2.1346, -3.6527], [-3.3233, -0.4904, -4.1607], [-4.6949, -0.1846, -2.3103], [-4.1522, -1.6645, -1.5573], [-3.1959, 1.8667, -1.8085], [-4.4307, 1.2718, -0.6494], [-3.1687, 1.6873, 1.1690], [-1.6864, 1.1335, 0.3393], [-1.2477, 4.4445, 1.4244], [-1.1800, 2.7137, 1.8509], [0.0802, 2.7287, -0.5629], [0.7861, 2.5322, 1.0134], [-0.2046, 5.8403, -0.3394], [1.5059, 6.1222, -0.4400], [-0.3010, 9.1259, -2.6447], [-0.6407, 8.6183, -4.1468], [-1.6998, 7.9675, -1.5369], [0.6043, 3.8052, -6.8235], [-0.1944, 2.4266, -6.0964], [-1.1788, 5.2409, -6.5370], [-3.1816, 3.6610, -7.4303], [-1.8479, 2.5729, -7.6971], [-1.8688, 4.2203, -8.4020], [2.4448, 1.1887, -2.3701], [0.8530, 0.8541, 3.6708], [0.1795, 1.8362, 3.3607], [0.9633, -0.2370, 2.8525], [1.5438, 0.7756, 4.8376], [1.5158, -1.0472, 3.0772], [0.4688, -0.2136, 1.9813], [1.4968, 1.5510, 5.4719], [2.1001, -0.0188, 5.0942], [2.7069, -1.7417, 0.6404], [3.5353, -1.9331, 1.5265], [1.9314, -2.7236, 0.1241], [2.4797, -0.4976, 0.1310], [1.2502, -2.5637, -0.5926], [2.0425, -3.6604, 0.4700], [3.0299, 0.2546, 0.5024], [1.8053, -0.2883, -0.5813], [2.6897, 1.7213, 8.5677], [2.3313, 1.7495, 7.4030], [3.5989, 2.6082, 9.0720], [2.2092, 0.7999, 9.4546], [3.9084, 2.6050, 10.0246], [3.9662, 3.2953, 8.4413], [1.5390, 0.1385, 9.1098], [2.4879, 0.7561, 10.4156], [-4.3024, -2.7836, -6.8076], [-4.8401, -2.2411, -5.8603], [-4.9507, -3.6951, -7.5979], [-3.0036, -2.5256, -7.1548], [-4.5262, -4.1533, -8.3808], [-5.9031, -3.9041, -7.3671], [-2.5018, -1.8652, -6.5910], [-2.5375, -2.9600, -7.9276], [-0.0825, -5.9250, -0.8155], [0.8659, -5.2453, -0.4516], [-0.9087, -5.5241, -1.8346], [-0.3898, -7.1192, -0.2433], [-1.6935, -6.0585, -2.1526], [-0.7069, -4.6470, -2.2756], [0.1934, -7.4465, 0.5124], [-1.1648, -7.6820, -0.5344], [0.7903, -9.2185, 3.0371], [1.0082, -8.7092, 1.9456], [1.6254, -9.0560, 4.0962], [-0.3069, -9.9963, 3.2793], [1.4657, -9.4781, 4.9927], [2.4448, -8.4963, 3.9541], [-0.9470, -10.1385, 2.5226], [-0.4849, -10.4323, 4.1651], [2.2882, -12.7055, 4.7622], [1.5633, -11.9542, 5.3943], [1.7924, -13.6662, 3.9275], [3.6498, -12.6407, 4.8405], [2.3679, -14.2911, 3.3970], [0.7959, -13.7346, 3.8477], [4.0420, -11.9432, 5.4438], [4.2644, -13.2439, 4.3292], [1.9999, -1.5334, 5.0706], [1.0884, -2.3024, 4.7985], [2.0067, -0.8220, 6.2498], [3.0507, -1.3013, 4.2435], [2.7299, -0.1769, 6.5016], [1.2408, -0.9679, 6.8787], [3.0958, -1.7930, 3.3540], [3.7799, -0.6509, 4.4636], [-1.1856, 10.5754, 0.5535], [-1.0698, 10.6299, -0.6612], [-0.4225, 11.3397, 1.3880], [-2.0842, 9.7501, 1.1714], [-0.4970, 11.3152, 2.3865], [0.2459, 11.9540, 0.9629], [-2.6679, 9.1812, 0.5884], [-2.1904, 9.6918, 2.1659]]}

=====

2.
{"formula": "C25H18Br4CsO5SSb", "method": "ωB97M-V/def2-TZVPD", "orbital_gap_ev": 3.284, "max_force_ev_per_a": 4.51, "charge": -2, "homo_energy_ev": -0.08, "multiplicity": 1, "symbols": ["Cs", "Br", "C", "C", "Br", "C", "Br", "C", "O", "C", "O", "C", "Br", "C", "S", "O", "O", "O", "H", "H", "H", "C", "C", "C", "C", "C", "C", "Sb", "C", "C", "C", "C", "C", "C", "C", "C", "C", "C", "C", "C", "H", "H", "H", "H", "H", "H", "H", "H", "H", "H", "H", "H", "H", "H", "H"], "xyz": [[0.6244, 3.7001, -1.8011], [-7.0404, 4.2951, -5.1557], [-5.1299, 4.5341, -4.9331], [-4.3789, 5.6401, -5.5637], [-5.2847, 6.5595, -6.9994], [-3.0648, 5.8613, -5.2249], [-2.1081, 7.3988, -5.8631], [-2.3621, 4.9042, -4.3732], [-1.1335, 4.7315, -4.4764], [-3.1300, 3.9944, -3.4392], [-2.5937, 3.6021, -2.3583], [-4.4643, 3.7046, -3.9981], [-5.0827, 2.0264, -3.3275], [-0.4290, 0.2506, -2.8878], [1.2330, 0.0938, -2.0722], [1.4663, -1.2987, -1.8965], [1.1453, 0.8101, -0.6442], [2.1516, 0.9237, -2.8408], [-0.8548, 1.2370, -2.7237], [-1.0812, -0.5021, -2.4443], [-0.3234, 0.0843, -3.9465], [1.6193, -1.0311, 6.2316], [0.8215, -1.9018, 5.4863], [0.5614, -1.5978, 4.1968], [1.0579, -0.3888, 3.6378], [1.7924, 0.5096, 4.4143], [2.0570, 0.2148, 5.7594], [1.0667, -0.2262, 1.2737], [2.9019, -1.4110, 1.0282], [2.8422, -2.7687, 1.3811], [3.9823, -3.5541, 1.4667], [5.2410, -3.0314, 1.1300], [5.2669, -1.6396, 0.8693], [4.1342, -0.8589, 0.7050], [-0.5243, -1.6856, 0.9288], [-1.7985, -1.2678, 1.3430], [-2.9278, -2.0764, 1.2031], [-2.8138, -3.2308, 0.4571], [-1.6505, -3.5588, -0.1646], [-0.4933, -2.8539, 0.1418], [1.8195, -1.3268, 7.2857], [0.5018, -2.8596, 5.9594], [-0.1072, -2.2563, 3.6517], [2.2457, 1.3401, 3.8181], [2.6037, 0.9953, 6.3480], [1.8953, -3.2592, 1.5736], [3.8001, -4.6156, 1.7286], [6.2071, -3.5492, 1.2468], [6.2112, -1.1404, 0.7594], [4.1376, 0.1413, 0.2877], [-1.8986, -0.2791, 1.8082], [-3.8715, -1.7719, 1.6447], [-3.7197, -3.9026, 0.4242], [-1.5921, -4.4261, -0.8207], [0.4716, -3.2822, -0.2354]]}

=====

3.
{"formula": "C6H10N2O", "method": "ωB97M-V/def2-TZVPD", "orbital_gap_ev": 9.273, "e_above_lowest_kcal_mol": 166.7, "max_force_ev_per_a": 6.81, "homo_energy_ev": -8.49, "multiplicity": 1, "smiles": "[H]/N=C\\N1[C@@H]2COC[C@H]1C2", "symbols": ["C", "C", "C", "C", "C", "C", "H", "H", "H", "H", "H", "H", "H", "H", "H", "H", "N", "N", "O"], "xyz": [[2.0499, 0.0554, 0.6671], [-0.3256, 0.8415, 0.5179], [-0.9613, 1.1452, -0.8548], [-0.4280, -0.9721, -1.4415], [-0.2455, -1.1764, 0.0990], [-1.1454, -0.3993, 1.0225], [1.8895, 1.6906, 1.9608], [2.7688, -0.8451, 0.1653], [-0.4772, 1.7589, 1.1452], [-1.6506, 1.8855, -0.7273], [0.1285, 1.4629, -1.3597], [-1.0645, -1.8683, -2.1539], [0.5147, -0.7335, -1.9148], [0.2916, -2.2267, -0.1101], [-1.1147, -0.8836, 1.9977], [-2.1224, -0.6518, 0.9322], [2.4071, 0.8995, 1.6724], [0.7502, -0.0677, 0.0869], [-1.2651, 0.0851, -1.7049]]}

=====

4.
{"formula": "C2H4IPS", "method": "ωB97M-V/def2-TZVPD", "orbital_gap_ev": 8.100, "e_above_lowest_kcal_mol": 43.2, "max_force_ev_per_a": 2.24, "homo_energy_ev": -8.80, "multiplicity": 1, "smiles": "SP1C[C@H]1I", "symbols": ["C", "C", "P", "S", "I", "H", "H", "H", "H"], "xyz": [[-1.3041, -0.1364, 0.4686], [-0.5786, 0.9056, -0.3283], [-0.1708, -0.9933, -0.6732], [1.1950, -2.5737, 0.4032], [-3.4400, -0.3618, -0.0651], [-1.1903, -0.4052, 1.4961], [-1.1710, 1.3158, -1.2441], [0.0682, 1.7780, 0.0640], [1.3352, -3.4224, -0.7197]]}

=====

5.
{"formula": "C53H72BrN23O3", "method": "ωB97M-V/def2-TZVPD", "orbital_gap_ev": 9.025, "max_force_ev_per_a": 5.70, "homo_energy_ev": -9.32, "multiplicity": 1, "symbols": ["C", "C", "C", "C", "C", "Br", "C", "O", "O", "C", "O", "H", "H", "H", "C", "C", "N", "H", "H", "H", "C", "C", "N", "H", "H", "H", "C", "C", "N", "H", "H", "H", "C", "C", "N", "H", "H", "H", "C", "C", "N", "H", "H", "H", "C", "C", "N", "H", "H", "H", "C", "C", "N", "H", "H", "H", "C", "C", "N", "H", "H", "H", "C", "C", "N", "H", "H", "H", "C", "C", "N", "H", "H", "H", "C", "C", "N", "H", "H", "H", "C", "C", "N", "H", "H", "H", "C", "C", "N", "H", "H", "H", "C", "C", "N", "H", "H", "H", "C", "C", "N", "H", "H", "H", "C", "C", "N", "H", "H", "H", "C", "C", "N", "H", "H", "H", "C", "C", "N", "H", "H", "H", "C", "C", "N", "H", "H", "H", "C", "C", "N", "H", "H", "H", "C", "C", "N", "H", "H", "H", "C", "C", "N", "H", "H", "H", "C", "C", "N", "H", "H", "H"], "xyz": [[-1.5381, -1.6222, 0.0950], [-0.5182, -2.1658, 0.4334], [0.8063, -2.5810, 1.0415], [0.9879, -1.7554, 2.3290], [0.6954, -0.4140, 2.4539], [0.2310, 0.9174, 1.1806], [0.6521, -0.2327, 3.9575], [-0.2346, 0.4250, 4.4318], [1.2349, -1.2325, 4.7360], [1.5687, -2.0991, 3.6874], [2.5657, -2.7707, 3.7995], [-2.4577, -1.0525, 0.0867], [0.6088, -3.6175, 1.4025], [1.6673, -2.6011, 0.3598], [1.2792, 0.0602, -2.9417], [1.5474, -1.3642, -2.6588], [1.7644, -2.4723, -2.4369], [0.2137, 0.2601, -2.8521], [1.8201, 0.6838, -2.2307], [1.6079, 0.3062, -3.9508], [-3.2547, 2.8430, 3.2219], [-3.0901, 2.4484, 1.7765], [-2.9535, 2.1381, 0.6750], [-2.3962, 2.5185, 3.7800], [-3.3494, 3.9245, 3.3059], [-4.1440, 2.3835, 3.6227], [5.6901, -2.6325, -0.8481], [4.8148, -1.4557, -0.8013], [4.1186, -0.5427, -0.7874], [6.7238, -2.3324, -0.6927], [5.4023, -3.3398, -0.0714], [5.6013, -3.1172, -1.8187], [9.2695, -0.7542, 1.1200], [8.7299, -0.5489, -0.2332], [8.2970, -0.3954, -1.2872], [9.7934, -1.7073, 1.1678], [9.9639, 0.0471, 1.3675], [8.4569, -0.7591, 1.8458], [4.3852, -4.5882, 5.5508], [4.7531, -6.0144, 5.4938], [5.0497, -7.1244, 5.4411], [4.6295, -4.1838, 6.5318], [4.9347, -4.0328, 4.7928], [3.3188, -4.4818, 5.3687], [-2.7437, -3.5178, -3.5511], [-2.1170, -2.2694, -3.0983], [-1.6268, -1.2974, -2.7296], [-3.2993, -3.9705, -2.7301], [-3.4267, -3.3178, -4.3757], [-1.9662, -4.2091, -3.8880], [5.5823, -0.3134, 6.1858], [4.4762, -1.0328, 5.5281], [3.6063, -1.5434, 4.9685], [5.6747, -0.6428, 7.2207], [6.5165, -0.5143, 5.6626], [5.3880, 0.7568, 6.1671], [3.8437, -4.9610, -4.4740], [4.1476, -5.5215, -3.1488], [4.3818, -5.9595, -2.1111], [2.7655, -4.9336, -4.6244], [4.2386, -3.9487, -4.5464], [4.2975, -5.5806, -5.2465], [7.9056, -5.2307, 3.9843], [7.9727, -3.7615, 3.8971], [8.0230, -2.6146, 3.8307], [6.9435, -5.5830, 3.6157], [8.6998, -5.6736, 3.3855], [8.0240, -5.5436, 5.0204], [8.9842, 2.5399, -3.3969], [9.3530, 2.5708, -4.8221], [9.6415, 2.5951, -5.9343], [7.9941, 2.9719, -3.2615], [8.9753, 1.5113, -3.0376], [9.7051, 3.1136, -2.8162], [-4.3217, 7.1136, 1.6946], [-3.9718, 6.6168, 3.0350], [-3.7019, 6.2268, 4.0816], [-5.4039, 7.1207, 1.5748], [-3.9413, 8.1255, 1.5648], [-3.8833, 6.4670, 0.9358], [0.1848, -4.5577, 6.3202], [0.5483, -5.1100, 7.6357], [0.8332, -5.5405, 8.6624], [-0.8984, -4.5450, 6.2100], [0.5639, -3.5400, 6.2287], [0.6156, -5.1707, 5.5293], [5.3692, -9.6518, -2.6245], [4.9491, -8.9754, -3.8610], [4.6228, -8.4463, -4.8271], [5.6581, -8.9103, -1.8809], [4.5476, -10.2489, -2.2325], [6.2175, -10.3031, -2.8293], [-7.7871, 1.1069, 3.7687], [-7.0876, 2.3354, 4.1764], [-6.5405, 3.2967, 4.4916], [-8.3325, 0.6945, 4.6135], [-8.4881, 1.3314, 2.9711], [-7.0658, 0.3704, 3.4140], [-2.2164, 1.0000, -4.9228], [-1.8323, 1.0101, -6.3430], [-1.5320, 1.0208, -7.4536], [-3.2270, 1.3909, -4.8100], [-2.1837, -0.0176, -4.5362], [-1.5292, 1.6212, -4.3495], [-0.4626, 4.7432, -7.7561], [-0.1678, 4.2217, -6.4126], [0.0668, 3.8198, -5.3603], [-1.5342, 4.7178, -7.9351], [-0.1131, 5.7709, -7.8393], [0.0384, 4.1343, -8.5071], [-3.6735, 3.9013, 7.7672], [-3.4941, 3.4286, 6.3864], [-3.3523, 3.0596, 5.3096], [-2.8160, 3.6095, 8.3718], [-3.7641, 4.9865, 7.7756], [-4.5757, 3.4644, 8.1924], [4.4834, 2.3911, 1.0837], [4.8690, 1.8711, 2.4064], [5.1982, 1.4807, 3.4368], [3.3988, 2.3893, 0.9613], [4.8540, 3.4099, 0.9773], [4.9208, 1.7674, 0.3051], [-5.1321, 5.0791, -6.8326], [-4.1614, 5.7894, -7.6815], [-3.3928, 6.3337, -8.3431], [-5.5658, 4.2474, -7.3855], [-4.6330, 4.6959, -5.9437], [-5.9271, 5.7601, -6.5309], [-10.9457, 4.4292, 3.5387], [-10.7287, 3.0077, 3.8438], [-10.5557, 1.8953, 4.0800], [-11.9967, 4.6811, 3.6773], [-10.3417, 5.0476, 4.2015], [-10.6636, 4.6307, 2.5065], [-12.3892, 2.4337, 0.0993], [-11.3123, 3.4151, 0.3066], [-10.4707, 4.1808, 0.4713], [-13.1448, 2.5451, 0.8755], [-12.8509, 2.5928, -0.8739], [-11.9818, 1.4250, 0.1409], [0.0305, -6.7846, -2.4561], [-0.4452, -6.1914, -3.7159], [-0.8093, -5.7229, -4.7011], [0.2565, -5.9952, -1.7401], [-0.7375, -7.4356, -2.0411], [0.9319, -7.3674, -2.6400], [-5.9574, 9.0427, -8.7568], [-7.2130, 8.5355, -8.1799], [-8.1920, 8.1351, -7.7298], [-6.0688, 9.1730, -9.8320], [-5.7029, 10.0017, -8.3082], [-5.1482, 8.3377, -8.5700]]}